# C17H20N3NaO2Se2

C17H20N3NaO2Se2 as an isolated structure in a non-equilibrium geometry (wB97M-V/def2-TZVPD, the Open Molecules 2025 dataset).

Positions of all 45 atoms, in Å:
Na: 2.7322 -15.6871 1.4201
O: 1.3441 -21.1269 0.9363
C: 0.5235 -20.7468 1.9488
C: -0.4418 -21.6730 2.3593
C: -1.3746 -21.3169 3.3198
C: -1.3275 -20.0302 3.9445
C: -0.3429 -19.1923 3.5981
C: 0.5677 -19.4985 2.5637
C: 1.5447 -18.4740 2.0912
O: 1.4153 -17.2670 2.3273
N: 2.6766 -18.9424 1.5058
N: 3.4235 -17.9303 1.0812
C: 4.6254 -18.1215 0.7889
C: 5.5352 -17.0438 0.4124
C: 6.8633 -17.2673 0.0182
C: 7.7042 -16.1711 -0.1309
C: 7.1775 -14.8683 0.0444
C: 5.8619 -14.7566 0.4681
N: 5.0283 -15.8056 0.6192
H: 2.1772 -20.5456 1.0149
H: -0.4634 -22.6604 1.9244
H: -2.1789 -22.0188 3.5592
H: -2.1297 -19.8434 4.6614
H: -0.2777 -18.2726 4.0218
H: 5.0710 -19.0842 0.8627
H: 7.1137 -18.2605 -0.2260
H: 8.7610 -16.2811 -0.3230
H: 7.8620 -14.0572 -0.1470
H: 5.3081 -13.7836 0.6336
C: 5.1631 -13.2873 4.6438
Se: 4.5934 -15.0149 3.8204
C: 2.8354 -15.3954 4.8368
C: 1.7522 -14.3433 4.7426
Se: 0.5570 -14.0328 3.1830
C: -0.7826 -15.3513 3.5294
H: 6.1179 -13.5337 5.0918
H: 4.3945 -13.1670 5.3181
H: 5.2287 -12.5446 3.8507
H: 3.1670 -15.3760 5.8957
H: 2.6011 -16.3993 4.4067
H: 2.1196 -13.3800 5.0479
H: 1.0098 -14.5780 5.5285
H: -1.7220 -14.8521 3.8076
H: -0.3908 -15.9741 4.3655
H: -1.0180 -16.1208 2.7445

Atomic forces in eV per Å
Na -0.11 -0.06 0.10
O 0.76 0.49 0.72
C 0.15 -0.50 -0.36
C -0.64 0.21 0.61
C 0.09 0.57 -0.11
C -1.67 -2.91 0.02
C 0.96 -1.03 -2.00
C 0.25 0.21 -0.15
C 1.19 -0.43 0.29
O -1.28 0.97 0.68
N -0.75 -1.10 -0.05
N -0.77 1.13 0.11
C 1.60 -0.61 -0.76
C -0.68 1.24 0.44
C -0.77 1.36 0.11
C -0.91 0.44 0.29
C 0.50 -1.24 0.24
C -1.52 0.63 -0.53
N 1.48 0.23 -0.29
H -0.97 -0.21 -0.26
H 0.05 -0.01 -0.20
H 0.34 0.24 0.08
H 0.53 0.40 -0.04
H 0.28 2.66 1.17
H 0.30 -1.09 0.06
H 0.73 -1.01 0.03
H 0.00 -0.13 -0.34
H -0.31 0.41 0.25
H 1.21 -0.91 -0.20
C 1.09 -1.71 -2.05
Se -1.02 0.01 0.26
C 1.47 0.18 -0.67
C -1.32 -0.49 0.44
Se 1.23 0.20 -0.37
C -0.83 -1.81 0.49
H 0.00 0.42 0.20
H -1.34 1.00 1.69
H -0.07 0.07 0.38
H -0.29 -0.64 -0.60
H -0.11 0.75 0.73
H 0.29 0.54 -0.18
H 0.26 -0.02 -0.22
H 0.41 -0.18 0.08
H -0.46 0.57 -0.38
H 0.67 1.12 0.31

Calculated values
Highest occupied orbital energy (eV): -7.536
Kohn-Sham gap (eV): 7.51
Energy above the lowest of the compared OMol25 structures with the same formula, charge and spin (kcal/mol): 10.9
Electronic energy (Eh): -5939.69648